Record 1
Formula: H37O18
Source: the OMol25 dataset
Level of theory: ωB97M-V with the def2-TZVPD basis set

```
! wB97M-V def2-TZVPD RIJCOSX def2/J DEFGRID3
* xyz 1 1
O -1.17292 -1.20124 -0.06211
H -0.04823 -0.77327 1.15759
H -1.52347 -1.97870 -0.37800
O 1.30087 0.63743 0.29561
H -0.25860 -1.37274 -0.71354
O 1.03072 -2.08956 -1.67304
H 1.22878 -1.48357 -2.45750
H 0.71470 -3.04542 -1.89877
O -1.61075 -4.30503 -1.59340
H -2.30599 -4.43894 -0.83264
H -1.01574 -4.92966 -1.67605
O 3.42012 -3.71813 0.16634
H 2.67276 -3.61374 -0.55367
H 4.28403 -4.23881 -0.11924
O -1.06663 1.90509 0.29919
H -0.71030 1.93949 -0.61866
H -0.78217 0.99974 0.57645
O -2.60651 2.11110 -2.20179
H -3.01076 1.40699 -1.84866
H -3.33105 2.77134 -2.11499
O -4.37887 0.22028 -1.40849
H -5.14816 0.84009 -1.56342
H -4.78406 -0.21339 -0.63296
O 0.47885 -3.12919 3.24714
H 1.43445 -3.70568 3.42154
H 0.12808 -3.22849 4.12627
O -0.96750 1.65900 -4.59660
H -1.31030 2.49692 -4.99913
H -1.16927 1.72797 -3.64407
O -0.28500 1.17378 3.52186
H -0.74739 1.52969 4.24185
H 0.57104 1.53662 3.51788
O -2.26665 -1.58910 -2.87023
H -1.81901 -1.09538 -3.53517
H -2.88571 -0.89415 -2.49168
O 0.15788 -0.82404 2.06305
H 0.34100 -1.79990 2.65933
H -0.56309 -0.71575 2.67631
O -2.04117 3.92576 3.03385
H -1.88653 4.13885 2.14243
H -2.92427 3.56058 2.94993
O 4.50554 3.21118 0.01356
H 4.60700 3.67166 -0.62906
H 4.94519 2.41604 0.08972
O 1.95119 2.88778 0.94630
H 2.64921 3.46702 1.24002
H 1.09281 3.28948 0.93168
O 2.71834 -4.06016 2.66565
H 2.84565 -4.77312 2.03276
H 2.78506 -3.30837 1.96948
O 1.02348 3.79019 -1.96867
H 0.33875 3.13299 -1.62578
H 1.96017 3.66891 -1.79279
H 1.63359 1.34232 0.99736
H 1.80090 1.06723 -0.48301
*
```

## Properties
* orbital gap: 10.0957 eV
* lowest unoccupied orbital energy: -2.70 eV
* total energy: -37444.8202 eV

natural (NBO) population analysis, charges in e, atoms 1 to 2:
1. O -1.0154
2. H 0.5582



Record 2
Formula: H37O19
Source: the OMol25 dataset
Level of theory: ωB97M-V with the def2-TZVPD basis set

```
! wB97M-V def2-TZVPD RIJCOSX def2/J DEFGRID3
* xyz -1 1
O 3.51371 0.54097 2.07251
H 2.57475 0.57206 2.27639
H 3.88253 1.37841 2.35797
O 2.81141 -4.09659 0.29269
H 0.03004 1.07033 1.00253
H 2.27176 -3.35653 0.57706
O -2.90295 0.32473 -1.79961
H 3.75417 0.12365 0.41716
H -1.64073 -1.97289 3.18158
O -2.05197 -3.60351 -1.64331
H -2.87512 -3.61850 -2.13144
H -1.68712 -4.49058 -1.71375
O -0.97075 -1.05820 1.63692
H -1.83365 -0.82761 1.26317
H -0.16911 0.85851 -0.63311
O 0.98279 0.42317 4.14359
H 0.10418 0.74031 4.29519
H 0.89630 0.00787 3.28181
O -1.64556 -2.70188 3.82262
H -0.51634 -0.45975 0.88029
H -0.73583 -3.00983 3.75251
O 3.97237 0.20225 -0.53976
H -1.97186 2.96913 0.64269
O 0.35345 2.46973 -3.68572
H -0.81722 2.74226 3.30039
H 0.50073 1.54208 -3.44272
O 0.16696 -0.50781 -3.67720
H -0.34536 -0.33325 -4.45784
H -0.02335 -1.41880 -3.44094
O 1.08092 -3.13721 -2.48991
H 1.23090 -2.27635 -2.16052
H 0.27028 -3.45999 -2.08057
O -0.82995 0.18982 -0.50632
H -2.24026 -0.07851 -1.18618
H -1.65156 2.38851 -0.56336
O -1.69277 2.65774 3.69011
H -3.87811 1.63981 -1.03557
H 4.56022 0.95270 -0.64931
O -1.14839 2.80262 0.16189
H -3.04420 0.09565 -2.69919
H 0.95387 2.84356 -3.03160
O -0.31900 -3.38570 0.61668
H -0.98546 -3.71076 1.22346
H -0.38245 -2.40431 0.59964
O -4.36127 1.81592 -0.19464
H -3.71416 1.49893 0.44139
H -2.26721 2.58893 2.93807
O 0.76077 4.69567 -0.29075
H 1.39253 4.42066 -0.93286
H 0.08397 4.01823 -0.28874
O 0.80613 1.30037 1.54857
H 1.19653 2.01034 1.03323
H 2.98251 -3.90924 -0.63411
O 1.79384 0.98786 -1.95550
H 1.14478 0.28046 -2.03016
H 2.62933 0.66459 -1.55545
*
```

## Properties
* orbital gap: 8.8777 eV
* lowest unoccupied orbital energy: 2.24 eV
* total energy: -39505.2665 eV

natural (NBO) population analysis, charges in e, atoms 1 to 2:
1. O -0.9645
2. H 0.5137



Record 3
Formula: H37O19
Source: the OMol25 dataset
Level of theory: ωB97M-V with the def2-TZVPD basis set

```
! wB97M-V def2-TZVPD RIJCOSX def2/J DEFGRID3
* xyz -1 1
O -3.63037 0.98278 0.64579
H -1.42819 0.36551 2.02493
H -2.74396 1.26116 0.92027
O -2.37559 -1.75917 1.79725
H -0.97745 -1.54912 -3.15843
H -2.30321 -1.36384 0.85802
O -2.50681 0.47053 -3.02655
H 1.20319 0.09973 0.56270
H -2.28362 2.48468 -2.79411
O 0.41558 2.59516 2.16530
H 0.68074 3.52491 2.11823
H 1.19626 1.98303 1.93843
O -1.76051 -1.29052 -0.75602
H -3.55377 1.17926 -0.29959
H -1.66724 -0.33859 -1.06654
O 1.56406 -2.48666 1.32462
H 1.79327 -2.73915 2.22627
H 1.93095 -2.93786 0.55270
O -2.37421 3.40325 -2.56036
H 0.08479 0.88651 -2.23814
H -3.11840 3.64196 -2.00499
O 1.25745 0.01377 1.47886
H 0.82099 1.46896 -0.99195
O -0.76550 -4.08049 0.13641
H 1.63420 0.40953 3.56852
H -0.33380 -3.19697 -0.15937
O 0.60388 -2.54606 -1.55172
H -0.21917 -1.98767 -1.89918
H 0.59989 -3.40516 -1.99487
O 1.82976 3.46805 -1.39349
H 1.54942 2.86332 -0.69868
H 1.01318 3.43995 -1.91201
O -0.42851 -0.79809 -2.89908
H -1.51105 0.16540 -2.78717
H 2.10977 -0.74219 -3.35395
O 2.19261 0.43657 4.33449
H 0.85823 -0.44363 -4.01599
H 1.12592 -0.90979 1.67852
O -0.01703 1.47772 -1.43709
H -2.59310 1.07260 -3.78121
H -1.35805 -3.59708 0.69356
O 2.05518 -0.06883 -1.10269
H 1.61133 -0.76396 -1.60248
H 2.69298 0.09282 -1.78490
O 1.84567 -0.35597 -4.19482
H -2.61692 -1.69929 -0.89309
H 2.61173 -0.47398 4.25877
O 4.49174 0.01930 1.06146
H 3.54286 -0.19538 1.27963
H 4.38736 0.69502 0.36973
O -1.73723 1.18632 2.50260
H -0.73772 1.42127 2.59766
H -2.99688 -1.03314 1.96109
O -0.73744 -0.32066 4.74781
H 0.13460 0.02992 4.69444
H -1.06189 -0.05573 3.86040
*
```

## Properties
* orbital gap: 9.1974 eV
* lowest unoccupied orbital energy: 2.22 eV
* total energy: -39503.8073 eV

natural (NBO) population analysis, charges in e, atoms 1 to 2:
1. O -0.9714
2. H 0.4669



Record 4
Formula: H38IO19
Source: the OMol25 dataset
Level of theory: ωB97M-V with the def2-TZVPD basis set

```
! wB97M-V def2-TZVPD RIJCOSX def2/J DEFGRID3
* xyz -1 1
I -0.10283 0.04611 0.66953
O -0.49413 1.90218 -2.44597
H -0.80146 1.69028 -1.56907
H -1.28097 2.02731 -2.96662
O -3.54054 -0.51405 2.94349
H -3.17052 0.27605 3.36247
H -2.87216 -0.69858 2.25410
O -3.58785 1.29455 -3.88026
H -4.24058 1.88500 -3.48187
H -3.56152 0.49148 -3.32303
O 3.13349 -0.71957 -2.69815
H 2.89675 -1.49362 -2.13522
H 2.55673 -0.81139 -3.50924
O -3.22012 -0.82273 -1.72591
H -2.57433 -0.51916 -1.05554
H -3.66350 -1.56535 -1.30247
O -2.91145 2.35307 0.87985
H -2.34109 2.52234 1.65194
H -2.51707 1.56370 0.51564
O 0.38156 -0.55919 -3.23410
H -0.07150 0.26074 -3.46025
H 0.62364 -0.41243 -2.29939
O -0.02428 -2.58719 2.81782
H 0.25422 -2.91985 3.65725
H 0.54005 -1.82240 2.63774
O 1.44436 3.29589 1.16901
H 1.74909 3.88491 0.48102
H 1.44926 2.43662 0.70398
O 3.79039 0.25354 0.49675
H 4.67032 0.15689 0.14397
H 3.20584 0.54092 -0.22228
O -2.72169 -2.99587 0.29566
H -1.80978 -3.29510 0.16353
H -2.76360 -2.93819 1.27095
O -1.38996 1.40006 3.53553
H -0.65084 1.95717 3.78981
H -0.97919 0.83934 2.83741
O 3.71432 1.91210 3.01916
H 3.75886 1.08408 2.50406
H 3.42249 2.52983 2.31259
O 2.91250 -1.29757 2.80489
H 3.10766 -0.85675 1.96436
H 3.12884 -2.21221 2.65319
O 1.70378 -2.48712 -0.93175
H 0.86544 -2.64633 -1.38560
H 1.57116 -1.71083 -0.35381
O -2.95378 4.51379 -0.82987
H -3.10587 3.74963 -0.21634
H -2.60270 5.18819 -0.21625
O 2.11473 -3.94884 1.73843
H 1.32885 -3.56591 2.17890
H 1.92304 -3.84948 0.80408
O 2.59594 1.78909 -1.66225
H 1.67126 1.95940 -1.91973
H 2.81365 0.98061 -2.22920
O -0.95037 -2.83840 -2.33520
H -0.56693 -2.04705 -2.76023
H -1.85760 -2.64972 -2.10752
*
```

## Properties
* orbital gap: 8.9734 eV
* lowest unoccupied orbital energy: 2.38 eV
* total energy: -47627.1664 eV

natural (NBO) population analysis, charges in e, atoms 1 to 2:
1. I -0.9055
2. O -0.9880